# 1
DFT (ωB97M-V/def2-TZVPD) results for C11H17Br3Cl4O4 as an isolated structure in a non-equilibrium geometry.

## Properties
- Orbital gap: 10.0 eV
- E_tot: -280089.659 eV
- Total charge: 0
- ΔE to the lowest compared entry with this formula, charge and spin: 4.7 kcal per mole

Last column: Mulliken charge in e.
Geometry (Å):
O (-18.96, -11.26, 3.06)  -0.5827
C (-18.91, -10.39, 2.24)  0.4551
O (-18.01, -10.31, 1.26)  -0.3274
C (-18.40, -9.31, 0.30)  -0.3248
C (-19.35, -8.38, 1.06)  -0.5867
C (-19.92, -9.27, 2.16)  -0.3082
H (-18.91, -9.86, -0.49)  0.2069
H (-17.61, -8.70, -0.13)  0.3548
H (-20.06, -8.03, 0.31)  0.3126
H (-18.80, -7.52, 1.44)  0.2613
H (-20.87, -9.71, 1.84)  0.2620
H (-19.93, -8.75, 3.11)  0.2634
O (-13.45, -11.82, -5.04)  -0.4336
C (-12.44, -11.90, -5.69)  0.3826
O (-12.20, -12.97, -6.49)  -0.3032
C (-11.03, -12.73, -7.30)  -0.3863
C (-10.83, -11.20, -7.22)  -0.5538
C (-11.39, -10.87, -5.85)  -0.4135
H (-11.21, -13.02, -8.33)  0.2931
H (-10.18, -13.25, -6.86)  0.2728
H (-11.40, -10.66, -7.99)  0.2765
H (-9.79, -10.90, -7.34)  0.3247
H (-11.73, -9.85, -5.74)  0.3099
H (-10.68, -10.96, -5.01)  0.2641
C (-15.80, -11.07, -3.57)  -0.2004
Cl (-17.05, -11.20, -2.28)  -0.1047
Cl (-16.47, -10.19, -4.95)  -0.1505
H (-15.04, -10.42, -3.15)  0.3764
H (-15.39, -12.03, -3.87)  0.1317
C (-18.70, -14.04, -3.38)  0.1159
Cl (-20.15, -13.08, -2.99)  -0.1745
Cl (-19.04, -15.63, -4.03)  -0.1524
H (-18.11, -13.40, -4.02)  -0.1523
H (-18.23, -14.19, -2.41)  0.3101
C (-16.32, -14.20, -7.05)  -0.2741
Br (-14.95, -13.64, -8.28)  -0.0395
Br (-17.71, -12.91, -6.91)  -0.0102
Br (-15.50, -14.64, -5.33)  -0.0762
H (-16.67, -15.16, -7.40)  0.3809

---

# 2
DFT (ωB97M-V/def2-TZVPD) results for C11H17Cl6N3O3 as an isolated structure in a non-equilibrium geometry.

## Properties
- Orbital gap: 8.9 eV
- E_tot: -97418.360 eV
- Total charge: 0
- ΔE to the lowest compared entry with this formula, charge and spin: 247.8 kcal per mole

Last column: Mulliken charge in e.
Geometry (Å):
C (-2.10, 1.87, -2.52)  0.3168
C (-2.50, 0.49, -2.93)  0.3761
N (-2.80, -0.55, -3.27)  -0.4967
H (-2.55, 2.17, -1.58)  0.2578
H (-2.30, 2.59, -3.31)  0.4699
H (-1.01, 1.88, -2.43)  -0.7608
C (0.72, 0.03, 0.09)  -0.5713
C (-0.59, 0.61, -0.32)  0.9183
N (-1.64, 0.97, -0.63)  -0.7016
H (1.41, 0.24, -0.72)  -0.2503
H (0.79, -1.06, 0.15)  0.7494
H (1.13, 0.50, 0.98)  -0.1823
C (1.29, 2.44, 2.11)  -0.3710
C (1.14, 2.37, 3.57)  0.2840
N (1.00, 2.39, 4.71)  -0.4512
H (1.42, 3.52, 2.02)  0.4026
H (0.43, 2.12, 1.52)  0.0394
H (2.16, 1.91, 1.73)  0.3214
C (-1.48, -3.78, 1.20)  -0.4903
O (-1.04, -2.85, 2.17)  -0.3783
C (-0.50, -1.69, 1.81)  0.6029
O (-0.49, -1.26, 0.65)  -0.3439
O (-0.06, -0.96, 2.94)  -0.2123
C (-0.36, -1.45, 4.26)  -0.7709
H (-0.66, -3.87, 0.49)  0.1448
H (-2.38, -3.48, 0.67)  0.2914
H (-1.52, -4.74, 1.72)  0.2799
H (-0.12, -2.49, 4.45)  0.3067
H (-1.41, -1.30, 4.47)  0.3253
H (0.16, -0.84, 5.00)  0.2729
C (1.68, 2.59, -2.92)  -0.0749
Cl (0.50, 3.62, -3.73)  -0.1417
Cl (0.93, 1.36, -1.89)  -0.2097
Cl (3.01, 3.51, -2.08)  -0.1704
H (2.21, 2.13, -3.76)  0.2906
C (1.17, -1.91, -3.00)  -0.1519
Cl (2.22, -0.57, -2.34)  -0.2094
Cl (0.11, -1.24, -4.27)  -0.0862
Cl (0.22, -2.58, -1.68)  -0.0803
H (1.82, -2.70, -3.37)  0.4552

---

# 3
DFT (ωB97M-V/def2-TZVPD) results for C11H17ClNO2 as an isolated structure in a non-equilibrium geometry.

## Properties
- Orbital gap: 9.8 eV
- E_tot: -29780.737 eV
- Total charge: +1
- ΔE to the lowest compared entry with this formula, charge and spin: 37.0 kcal per mole

Last column: Mulliken charge in e.
Geometry (Å):
C (-0.77, -1.11, -1.15)  0.2402
C (-1.50, 1.61, -0.58)  0.6028
C (-2.17, -1.51, -1.07)  -0.5650
C (-2.57, -1.85, 0.31)  -0.8215
C (-2.38, -0.73, 1.35)  -1.0843
C (3.09, 0.97, -0.88)  -0.6251
C (3.19, 0.78, 0.57)  -0.5646
C (-0.85, -0.41, 1.32)  -0.9574
C (1.53, 1.17, -1.19)  -0.6898
C (1.96, -0.07, 0.86)  -0.6188
C (-0.48, -0.07, -0.07)  -0.0374
N (0.89, 0.63, -0.02)  0.2747
O (0.07, -1.45, -1.90)  -0.5140
O (-2.27, 1.69, -1.47)  -0.3490
Cl (-1.09, 2.86, 0.51)  -0.0912
H (-2.66, -0.55, -1.46)  0.2967
H (-2.42, -2.34, -1.79)  0.3836
H (-3.71, -2.19, 0.45)  0.3113
H (-2.06, -2.65, 0.64)  0.4832
H (-2.87, 0.07, 0.98)  0.4876
H (-2.70, -0.94, 2.33)  0.4640
H (3.79, 1.73, -1.40)  0.3258
H (3.20, 0.05, -1.45)  0.3438
H (4.15, 0.53, 0.89)  0.4936
H (3.00, 1.84, 1.12)  0.2057
H (-0.70, 0.31, 2.01)  0.6573
H (-0.49, -1.40, 1.70)  0.3410
H (1.26, 2.13, -1.39)  0.4580
H (1.35, 0.56, -2.12)  0.2919
H (1.93, -1.09, 0.44)  0.3817
H (1.68, -0.05, 1.90)  0.3867
H (0.61, 1.46, 0.56)  0.4884

---

# 4
DFT (ωB97M-V/def2-TZVPD) results for a 2-piece molecular cluster, C11H17F4N2O3 overall in a non-equilibrium geometry.

## Properties
- Orbital gap: 8.6 eV
- E_tot: -31665.706 eV
- Total charge: +1
- ΔE to the lowest compared entry with this formula, charge and spin: 82.4 kcal per mole

Last column: Mulliken charge in e.
Geometry (Å):
C (2.57, -1.63, 2.17)  -1.1526
C (0.99, -1.30, 2.08)  -0.1571
C (0.22, -2.59, 1.52)  0.2143
N (0.74, -3.95, 1.50)  -0.0234
C (-0.36, -4.71, 0.89)  -0.4526
C (-1.57, -3.83, 0.53)  -0.2215
N (-1.11, -2.51, 0.98)  0.3624
C (-2.06, -1.39, 0.83)  0.3417
F (-3.11, -1.70, -0.12)  -0.2903
F (-1.47, -0.16, 0.42)  -0.1560
C (-2.84, -1.24, 2.26)  0.1862
F (-1.92, -1.30, 3.37)  -0.2436
F (-3.68, -2.41, 2.34)  -0.2498
H (3.16, -0.83, 2.76)  0.3482
H (2.81, -2.66, 2.63)  0.2654
H (2.96, -1.64, 1.09)  0.3258
H (0.54, -0.89, 3.05)  0.3488
H (0.88, -0.47, 1.28)  0.1711
H (1.63, -4.33, 1.83)  0.2595
H (-0.26, -5.83, 0.73)  0.3699
H (-2.55, -4.17, 0.05)  0.3994
H (-3.43, -0.26, 2.34)  0.3548
C (-0.82, 1.45, -1.81)  -0.7922
C (0.18, 1.63, -2.94)  -0.3697
O (0.26, 3.00, -3.34)  -0.3299
C (0.99, 3.80, -2.54)  0.7672
O (1.58, 3.45, -1.54)  -0.5616
O (0.94, 5.05, -3.03)  -0.3260
C (1.61, 6.01, -2.21)  -0.6210
H (-1.79, 1.88, -2.08)  0.2930
H (-0.95, 0.40, -1.57)  0.1778
H (-0.48, 1.97, -0.90)  0.3080
H (-0.17, 1.07, -3.82)  0.3340
H (1.16, 1.25, -2.68)  0.3123
H (2.64, 5.71, -2.01)  0.2897
H (1.05, 6.16, -1.28)  0.2888
H (1.63, 6.95, -2.76)  0.2288